# 1
ORCA calculation (ωB97M-V/def2-TZVPD) on an isolated molecule of CH3NSSi in a non-equilibrium geometry.

Each line ends with the natural charge from an NBO analysis.
CARTESIAN COORDINATES (ANGSTROEM)
C1 1.195 -1.411 -0.416  0.04
N1 1.520 -2.430 0.036  -0.31
Si1 -0.671 0.849 0.182  0.85
S1 0.967 0.110 -1.127  -0.09
H1 -0.140 1.700 1.103  -0.17
H2 -1.186 -0.233 0.821  -0.16
H3 -1.685 1.416 -0.600  -0.16

Forces on the atoms, in the same order (eV/Å):
C 0.5926 -0.6750 0.4583
N -0.5024 0.7842 -0.3820
Si 1.1941 -0.6441 -2.0145
S -0.5008 0.1850 0.0935
H 1.0774 1.8515 1.6529
H -0.9487 -2.3288 1.2414
H -0.9123 0.8272 -1.0495

Values from the calculation:
- Energy relative to the best compared isomer or geometry (same formula, charge and spin): 23.1 kcal per mole
- Molecular weight: 89.2 g mol⁻¹
- HOMO level: -10.12 eV
- Net charge: 0


# 2
ORCA calculation (ωB97M-V/def2-TZVPD) on C29H36AsCaClN9O11PSe as an isolated structure.

Each line ends with the Löwdin charge.
CARTESIAN COORDINATES (ANGSTROEM)
Ca1 -0.333 1.142 -0.396  1.33
C1 -3.427 -0.905 3.839  -0.05
N1 -2.357 -0.087 3.309  -0.11
C2 -1.890 1.083 3.856  -0.07
C3 -1.036 1.615 2.940  -0.14
N2 -0.972 0.793 1.852  -0.04
C4 -1.777 -0.221 2.088  -0.48
P1 -2.160 -1.703 1.059  1.15
C5 -2.186 -1.542 -0.777  -0.46
N3 -1.204 -1.187 -1.585  0.04
C6 -1.656 -1.395 -2.853  -0.14
C7 -2.927 -1.886 -2.815  -0.06
N4 -3.262 -1.978 -1.490  -0.11
C8 -4.544 -2.454 -1.002  -0.04
C9 -0.367 -2.203 1.017  -0.46
N5 0.595 -1.424 0.569  0.04
C10 1.733 -2.173 0.541  -0.15
C11 1.462 -3.436 0.987  -0.08
N6 0.117 -3.450 1.284  -0.13
C12 -0.622 -4.571 1.817  -0.05
H1 -3.761 -0.460 4.775  0.08
H2 -3.085 -1.923 4.029  0.07
H3 -4.245 -0.917 3.119  0.08
H4 -2.235 1.434 4.812  0.11
H5 -0.489 2.543 2.965  0.10
H6 -1.045 -1.178 -3.711  0.09
H7 -3.624 -2.153 -3.591  0.11
H8 -5.101 -2.829 -1.859  0.08
H9 -5.072 -1.639 -0.514  0.06
H10 -4.396 -3.267 -0.290  0.07
H11 2.666 -1.759 0.187  0.10
H12 2.079 -4.309 1.118  0.10
H13 0.054 -5.420 1.904  0.08
H14 -1.446 -4.843 1.157  0.08
H15 -1.028 -4.340 2.802  0.08
O1 4.484 0.268 -4.540  0.09
C13 3.529 0.769 -5.298  -0.53
O2 3.714 1.027 -6.470  0.03
C14 2.192 0.944 -4.665  -0.05
C15 1.029 1.250 -5.346  -0.57
Cl1 0.784 1.637 -6.992  0.77
N7 0.008 1.274 -4.463  -0.06
N8 0.459 1.040 -3.214  0.15
C16 1.757 0.843 -3.313  -0.10
C17 2.516 0.569 -2.028  -0.56
O3 3.685 0.118 -2.139  0.00
O4 1.906 0.806 -0.976  -0.13
C18 -1.407 1.379 -4.656  -0.21
C19 -2.153 2.006 -3.672  0.00
C20 -3.538 1.944 -3.726  -0.05
C21 -4.162 1.306 -4.787  -0.09
C22 -3.403 0.710 -5.788  -0.10
C23 -2.019 0.725 -5.718  -0.07
H16 4.152 0.059 -3.587  0.06
H17 -1.663 2.488 -2.839  0.09
H18 -4.120 2.333 -2.902  0.09
H19 -5.243 1.245 -4.814  0.10
H20 -3.888 0.195 -6.608  0.09
H21 -1.429 0.201 -6.457  0.08
O5 0.077 3.262 -1.314  -0.16
N9 0.994 3.494 -0.470  -0.61
O6 2.013 4.091 -0.775  0.02
O7 0.794 3.049 0.695  -0.14
O8 -4.061 -0.344 0.788  -0.61
Se1 -4.027 1.201 0.144  0.77
O9 -5.233 1.341 -0.941  -0.51
O10 -2.564 1.320 -0.670  -0.63
O11 -4.060 2.263 1.373  -0.49
C24 1.382 -0.968 4.326  -0.19
C25 2.737 -0.772 3.653  -0.46
As1 2.602 0.722 2.362  1.25
C26 2.752 2.231 3.636  -0.45
C27 3.872 2.216 4.666  -0.19
C28 4.436 0.760 1.615  -0.42
C29 5.511 -0.071 2.305  -0.19
H22 1.382 -1.824 5.009  0.06
H23 0.601 -1.129 3.578  0.04
H24 1.085 -0.087 4.901  0.05
H25 2.992 -1.660 3.071  0.04
H26 3.533 -0.625 4.388  0.04
H27 1.775 2.309 4.119  0.04
H28 2.830 3.107 2.988  0.06
H29 3.801 1.354 5.334  0.05
H30 3.855 3.113 5.294  0.06
H31 4.852 2.177 4.185  0.05
H32 4.717 1.816 1.573  0.06
H33 4.319 0.448 0.575  0.03
H34 5.646 0.207 3.353  0.04
H35 6.478 0.040 1.804  0.06
H36 5.261 -1.134 2.288  0.05

Forces on the atoms, in the same order (eV/Å):
Ca 0.2385 -0.7155 -0.4700
C -0.0325 0.0672 0.0029
N -0.0279 -0.0646 0.0223
C -0.0092 0.0022 -0.0216
C -0.0248 0.0469 0.0202
N -0.0830 -0.2348 0.3337
C -0.1995 0.0930 -0.3011
P 0.2921 -0.2175 0.1779
C -0.0912 0.1922 0.1481
N -0.0025 0.0161 0.1488
C 0.0011 0.0362 0.0182
C -0.0523 0.0444 0.0237
N 0.0267 -0.0840 -0.1023
C -0.0427 -0.0080 -0.0723
C -0.0618 0.0286 -0.1323
N -0.0423 0.0924 0.1592
C -0.0060 -0.0082 -0.0166
C -0.0095 -0.0088 -0.0233
N 0.0930 -0.0093 0.0398
C -0.0027 -0.0197 -0.0279
H -0.0138 -0.0073 -0.0053
H -0.0020 -0.0033 -0.0030
H -0.0020 -0.0007 -0.0006
H 0.0009 -0.0058 -0.0005
H 0.0082 -0.0103 0.0030
H -0.0062 0.0066 -0.0089
H 0.0079 -0.0051 -0.0032
H -0.0121 -0.0176 -0.0012
H -0.0002 -0.0481 -0.0269
H 0.0031 0.0220 0.0328
H -0.0043 0.0089 0.0012
H -0.0001 0.0039 0.0060
H -0.0125 -0.0070 0.0087
H -0.0045 0.0143 0.0052
H -0.0031 0.0050 -0.0035
O -0.0967 -0.2040 0.0762
C -0.0451 -0.2208 -0.0355
O 0.0162 0.1082 0.0436
C -0.0193 0.1316 -0.0425
C -0.0255 -0.0201 -0.1270
Cl 0.0797 -0.0119 0.0148
N -0.0193 0.0601 0.2137
N -0.0052 -0.0795 -0.0884
C -0.0256 -0.0133 0.0255
C 0.0149 -0.0074 -0.1412
O -0.0011 -0.1614 -0.1158
O 0.2938 -0.1166 -0.0169
C 0.0831 -0.0260 -0.0067
C -0.0429 -0.0063 0.0123
C -0.0003 -0.0105 0.0102
C 0.0107 -0.0018 -0.0088
C -0.0210 0.0045 -0.0033
C -0.0332 -0.0393 0.0003
H 0.0838 0.4632 0.1035
H 0.0297 -0.0032 0.0190
H 0.0002 0.0102 0.0151
H 0.0000 -0.0011 0.0007
H 0.0018 0.0036 0.0026
H -0.0067 0.0141 0.0258
O 0.3795 0.3795 -0.2257
N -0.2490 0.1084 0.0776
O -0.1287 0.1094 0.0998
O 0.3155 0.1141 -0.0341
O -0.2049 0.0700 0.1196
Se 0.7972 0.1500 -0.1559
O 0.0062 0.0100 0.1202
O -0.8771 0.0372 0.2951
O -0.1636 -0.0997 -0.1853
C -0.0456 -0.0076 0.0374
C 0.0836 -0.0289 0.0159
As -0.2185 0.0918 -0.0839
C 0.0212 0.0342 -0.0146
C 0.0440 0.0176 0.0303
C 0.0169 -0.0115 -0.0218
C 0.0339 -0.0394 0.0107
H 0.0074 -0.0018 -0.0046
H 0.0102 -0.0048 -0.0176
H 0.0168 0.0043 0.0002
H -0.0032 -0.0015 -0.0016
H -0.0128 -0.0031 0.0025
H 0.0153 -0.0276 0.0423
H -0.0090 -0.0029 -0.0079
H -0.0133 -0.0035 -0.0114
H -0.0092 0.0006 -0.0051
H -0.0066 0.0057 -0.0109
H 0.0071 -0.0019 0.0323
H 0.0103 -0.0077 0.0030
H -0.0018 0.0182 -0.0060
H -0.0040 0.0082 -0.0038
H -0.0128 0.0063 -0.0050

Values from the calculation:
- Energy relative to the best compared isomer or geometry (same formula, charge and spin): 0.0 kcal per mole
- Molecular weight: 947.0 g mol⁻¹
- HOMO level: -3.31 eV
- Net charge: -2


no.,frontier orbital gap (Eh),LUMO energy (eV),energy (Ha)
1,0.387,0.402,-782.3049
2,0.268,3.995,-8563.6312